#w
17
Properties=species:S:1:pos:R:3 method="wB97M-V/def2-TZVPD" orbital_gap_ev=10.57 homo_energy_ev=-9.898
N 2.530 -2.036 0.617
C 1.296 -2.761 0.188
C 0.031 -2.086 0.754
O -0.825 -1.466 -0.211
H 2.913 -1.616 -0.215
H 3.269 -2.676 0.899
H 1.302 -2.767 -0.905
H 1.194 -3.802 0.497
H -0.476 -2.818 1.393
H 0.358 -1.367 1.516
H -0.167 -0.948 -0.677
O -3.598 4.234 -4.571
H -4.215 3.657 -5.018
H -2.760 3.749 -4.720
O 0.772 3.069 3.567
H 1.500 2.882 4.153
H 1.020 2.506 2.836



#x
17
Properties=species:S:1:pos:R:3 method="wB97M-V/def2-TZVPD" orbital_gap_ev=8.77 homo_energy_ev=-8.320
C -2.302 -1.012 -0.474
C -1.066 -0.456 -0.472
N -0.825 0.846 -0.087
H -3.139 -0.330 -0.377
H -2.416 -2.059 -0.241
H -0.208 -1.022 -0.823
H -1.431 1.580 -0.389
H 0.076 1.127 0.238
O 2.513 -0.640 -2.164
H 2.762 -1.515 -1.900
H 1.778 -0.349 -1.641
O -0.468 -1.168 2.812
H -0.510 -0.480 2.138
H -1.338 -1.537 2.759
O 2.158 1.942 0.345
H 2.049 2.762 0.815
H 2.365 2.312 -0.540



Relative to the most stable one, in kcal/mol, the structures come out at #w 0.0; #x 3.6.



#w
17
Properties=species:S:1:pos:R:3 method="wB97M-V/def2-TZVPD" orbital_gap_ev=10.04 homo_energy_ev=-9.318
C -2.324 -0.623 -0.489
N -1.310 -1.613 -0.194
C -0.159 -1.158 0.473
O 0.621 -0.184 -0.252
H -1.949 0.245 -1.036
H -2.781 -0.290 0.443
H -3.120 -1.086 -1.069
H -1.189 -2.344 -0.853
H -0.462 -0.637 1.370
H 0.529 -1.970 0.704
H 0.974 -0.629 -1.029
O 3.384 0.696 -0.198
H 3.875 1.524 -0.187
H 2.541 0.939 0.211
O 0.796 2.483 0.680
H 0.174 2.831 1.316
H 0.401 1.816 0.112



#x
17
Properties=species:S:1:pos:R:3 method="wB97M-V/def2-TZVPD" orbital_gap_ev=9.46 homo_energy_ev=-8.671
C 0.981 -3.824 -2.339
N 0.690 -3.090 -1.137
C 0.057 -1.802 -1.256
O 0.360 -0.939 -0.170
H 0.087 -4.004 -2.935
H 1.692 -3.241 -2.908
H 1.475 -4.749 -2.062
H 0.541 -3.546 -0.257
H -1.043 -1.874 -1.386
H 0.366 -1.392 -2.221
H 0.620 -1.546 0.533
O -3.505 4.048 -0.426
H -3.904 4.583 -1.128
H -3.657 4.567 0.370
O 1.848 4.261 4.698
H 1.737 3.304 4.712
H 1.547 4.541 3.823



Relative to the most stable one, in kcal/mol, the structures come out at #w 0.0; #x 17.5.



#w
10
Properties=species:S:1:pos:R:3 method="wB97M-V/def2-TZVPD" orbital_gap_ev=8.52 homo_energy_ev=-13.353 total_charge=+1
C -1.986 0.808 0.231
C -0.878 1.538 0.114
N 1.239 -1.300 -0.113
O -2.841 -0.086 0.162
H 0.128 1.507 -0.088
H 1.024 -0.262 0.182
H -0.768 2.667 -0.027
H 0.841 -1.854 0.752
H 2.310 -1.171 -0.306
H 0.930 -1.846 -0.907



#x
10
Properties=species:S:1:pos:R:3 method="wB97M-V/def2-TZVPD" orbital_gap_ev=12.19 homo_energy_ev=-16.320 total_charge=+1
N 0.572 0.952 0.232
C 0.294 -0.361 -0.529
C -0.935 -1.123 -0.261
O -0.531 -0.354 -1.611
H 1.480 1.289 -0.151
H 0.511 0.827 1.276
H -0.272 1.629 0.047
H 1.358 -0.628 -0.707
H -1.014 -2.174 -0.423
H -1.728 -0.512 0.160



Relative to the most stable one, in kcal/mol, the structures come out at #w 27.5; #x 0.0.